No. 1
15
Properties=species:S:1:pos:R:3 method="wB97M-V/def2-TZVPD" lumo_energy_ev=0.9 de_lowest_kcal_mol=131.20 homo_lumo_gap_ev=10.114
O 1.21 0.86 0.85
H 2.70 2.01 0.39
N 2.38 1.11 0.06
C -1.25 0.40 0.77
H -1.18 0.64 1.82
O -0.13 1.36 -1.28
H -1.44 -2.45 0.01
H -1.43 -1.35 -1.39
H -2.27 0.32 0.38
C -0.27 0.85 -0.20
H 2.02 1.27 -0.89
H 0.80 -0.28 0.76
N -0.32 -0.69 0.28
H 0.02 -2.30 -0.99
C -0.83 -1.75 -0.57

---

No. 2
12
Properties=species:S:1:pos:R:3 method="wB97M-V/def2-TZVPD" lumo_energy_ev=0.9 de_lowest_kcal_mol=65.49 homo_lumo_gap_ev=10.728 smiles=N#CC[C@H]1CN1
C -0.98 0.75 0.00
C 1.27 -0.72 -0.27
N 1.55 0.42 0.52
H 2.29 0.18 1.21
C -2.08 0.16 -0.78
H -0.58 -0.73 1.45
H 1.85 -1.63 -0.05
H 1.21 -0.53 -1.34
N -2.92 -0.32 -1.42
H -1.41 1.43 0.75
H -0.37 1.36 -0.67
C 0.01 -0.28 0.59

---

No. 3
15
Properties=species:S:1:pos:R:3 method="wB97M-V/def2-TZVPD" lumo_energy_ev=-1.7 de_lowest_kcal_mol=97.39 homo_lumo_gap_ev=5.289
H -1.69 0.32 -0.87
H 0.27 0.05 -1.30
C 1.24 -0.82 0.40
H 1.65 1.31 1.03
C 1.21 0.00 -0.75
H 2.08 0.40 -1.27
H -3.05 -1.59 0.81
H 0.49 -1.61 0.39
H 0.65 0.35 2.03
C 0.84 0.58 0.97
H 2.20 -1.21 0.71
H -2.31 0.93 -2.07
H -0.08 1.07 0.63
O -1.48 0.99 -1.60
S -2.02 -0.74 0.89

---

No. 4
16
Properties=species:S:1:pos:R:3 method="wB97M-V/def2-TZVPD" lumo_energy_ev=0.7 de_lowest_kcal_mol=34.06 homo_lumo_gap_ev=9.692 smiles=CNC.O.O
H 2.24 -1.66 0.47
H 1.40 -2.91 0.91
H -0.45 2.15 -0.25
H -2.84 0.52 0.17
H 4.58 -5.29 -1.77
H 3.61 -4.31 -1.30
N -1.24 1.80 0.29
C -2.32 1.20 -0.48
H -1.90 0.63 -1.30
H -3.06 1.93 -0.81
O 2.28 -2.58 0.75
C -1.56 3.01 1.06
H -1.74 4.02 0.68
O 4.40 -4.34 -1.86
H -0.90 3.02 1.92
H -2.51 2.79 1.51

---

No. 5
125
Properties=species:S:1:pos:R:3 method="wB97M-V/def2-TZVPD" lumo_energy_ev="-4.5 / -4.9" homo_lumo_gap_ev="5.917 / 5.089" charge=+1
C 1.85 -4.43 3.61
H -8.64 2.59 0.29
C -0.79 3.88 -0.73
C 4.29 -2.31 -3.54
C -1.53 -0.13 -4.54
H 3.81 -3.59 3.20
H 0.93 -0.53 -5.77
C 3.23 -4.49 2.98
H 2.76 -3.86 -1.89
C 3.31 3.39 -2.04
H -5.45 0.78 -1.92
H -2.55 6.43 -3.20
H 1.68 -6.58 3.67
C -7.14 1.66 -0.92
C 1.11 -5.74 3.29
H -1.62 -0.61 5.47
C 5.61 2.46 -2.19
C 4.43 -2.47 -2.02
H 6.00 3.46 -2.34
C -0.72 -1.17 2.22
H -3.76 4.70 0.68
H 3.78 -5.34 3.37
H -1.18 6.68 -2.12
C -1.72 5.95 -2.71
O -3.58 3.78 2.54
H -3.43 -0.91 2.21
O -1.45 -0.29 1.75
C 1.48 -2.36 2.19
H 0.87 1.10 -5.09
H 2.64 -5.09 5.51
H 2.16 -2.37 -0.40
C 4.29 0.01 -1.56
H 6.04 -2.51 -0.56
C 3.76 1.16 -1.05
H -0.76 2.84 3.44
N -0.07 0.87 -1.69
C 2.57 1.07 -0.21
H -2.15 -0.86 -0.93
H -2.15 0.29 4.03
H 3.86 3.30 0.65
C -1.14 -2.09 3.26
C -3.33 3.21 -2.85
O -2.80 0.87 -0.86
H -7.07 3.14 2.14
H -3.66 -2.67 2.28
C -7.60 2.32 0.22
H 3.00 2.92 -2.96
C 0.64 -1.33 1.69
C -0.30 -3.10 3.62
H -0.73 -2.19 -2.82
H -2.31 -0.43 -3.85
C -6.73 2.63 1.26
H -3.38 6.28 0.01
H 0.99 -2.13 -3.21
Pb -0.59 1.74 0.50
H -3.34 -0.31 5.17
H 5.39 2.04 -3.17
C -3.48 1.38 0.05
C 3.75 -1.29 -1.35
H -0.19 -2.50 -4.48
H -2.15 -3.03 5.72
H -4.56 -1.60 3.36
H 4.73 -1.38 -3.89
C -2.39 -0.54 4.70
C 4.74 3.18 0.02
H 3.74 4.37 -2.27
C 4.36 2.53 -1.32
H 0.99 -5.85 2.22
O -4.19 1.58 3.36
C -4.94 1.62 -0.01
H -0.63 -3.81 4.36
H -2.59 -2.24 -0.40
C 0.98 0.04 -4.85
H -2.92 -3.94 4.41
H 6.45 -1.63 -2.03
C -2.86 -2.97 4.90
H 1.07 -4.32 5.66
H 5.47 2.57 0.55
H 2.50 -2.36 1.85
H 6.40 1.87 -1.71
O -0.83 3.31 2.61
H 3.90 -3.97 -0.54
C 5.92 -2.49 -1.64
C -0.01 -1.91 -3.58
H -3.17 2.18 -2.55
C -2.49 -1.86 3.92
H -0.47 4.52 0.08
N 1.06 -0.37 0.90
H 3.16 -4.61 1.90
C -3.71 5.27 -0.24
H 4.81 -3.13 -4.04
C 2.65 -1.42 -0.56
H -1.75 3.63 2.56
Ge -2.48 4.47 -1.56
H 5.17 4.16 -0.15
O 1.99 2.05 0.27
H 1.95 -0.12 -4.39
H 2.50 -3.33 5.37
H -4.72 5.35 -0.65
H 0.02 3.70 -1.43
C -5.81 1.30 -1.05
H -7.84 1.44 -1.71
C -0.15 -0.42 -3.92
H -4.40 3.40 -2.88
C -5.41 2.28 1.11
S -4.01 2.43 2.23
H -2.92 3.36 -3.85
O -1.95 -1.81 -0.97
H 2.44 3.54 -1.41
H -1.63 -0.69 -5.46
H 5.16 0.08 -2.18
C -3.60 -1.76 2.87
H -3.84 -2.76 5.33
C 2.08 -0.29 0.08
C 2.02 -4.28 5.13
N -2.93 1.83 1.15
H 0.12 -5.77 3.75
H -1.05 5.54 -3.46
C 1.02 -3.26 3.10
H 3.25 -2.34 -3.84
H 6.39 -3.38 -2.06
C -0.09 0.30 -2.68
H 4.34 -4.62 -2.12
H -1.63 0.93 -4.75
C 3.81 -3.81 -1.61

---

No. 6
22
Properties=species:S:1:pos:R:3 method="wB97M-V/def2-TZVPD" lumo_energy_ev="0.7 / -3.8" multiplicity=3 de_lowest_kcal_mol=71.45 homo_lumo_gap_ev="7.072 / 6.370"
S -1.99 1.25 -0.27
O 2.92 1.86 0.61
H -0.30 1.55 1.50
O -3.08 0.35 -0.22
C 0.19 -0.34 -0.10
N 0.68 -1.64 -0.55
N 1.87 1.13 -1.08
H 1.13 -2.05 0.33
C -0.78 0.50 -1.28
O -2.26 2.62 -0.57
C 1.34 0.60 0.01
C -0.62 -0.40 1.24
H 3.53 2.45 -1.18
H -0.17 1.30 -1.70
H -0.14 -2.12 -0.99
N 1.98 0.97 1.11
H -1.33 -1.25 1.36
H -1.83 1.42 2.15
H 0.21 -0.54 1.99
H -1.11 -0.12 -2.10
C -1.17 1.02 1.32
C 2.84 1.87 -0.69

---

No. 7
76
Properties=species:S:1:pos:R:3 method="wB97M-V/def2-TZVPD" lumo_energy_ev="-3.2 / -3.2" multiplicity=2 de_lowest_kcal_mol=0.00 homo_lumo_gap_ev="6.953 / 7.044" charge=+1
C -1.54 -4.15 -2.17
P -1.98 -0.91 0.27
H -4.21 2.84 3.30
H 1.50 5.97 -1.06
C 1.51 0.47 2.88
H -2.48 -1.08 5.16
H 2.55 0.78 4.69
C -3.86 3.21 2.34
H -1.47 -4.32 -3.24
N 0.40 -0.29 -1.40
Mn 0.02 0.25 0.43
H 1.26 3.45 -4.51
C -2.88 2.50 1.65
C -1.46 -5.20 -1.27
H -4.85 -1.31 0.83
H -0.04 4.48 0.14
C -3.00 -1.11 4.21
C 3.07 -2.51 1.53
C -2.95 -1.05 1.80
N 0.53 1.14 2.28
C 2.01 -0.73 2.23
C -2.95 4.14 -0.12
C -1.74 -2.86 -1.70
C 0.88 -0.96 -3.79
H 2.15 5.47 -3.39
H -5.13 4.93 2.35
H -2.49 1.58 2.06
C 0.98 3.67 -3.49
H -0.51 2.93 2.82
H -4.32 5.76 0.17
H 1.13 2.84 5.02
C -2.42 2.96 0.42
H -3.44 -0.81 -1.67
H -3.94 0.33 -0.42
H -3.10 1.79 -2.11
C 0.25 2.22 3.08
H -2.60 4.50 -1.07
H -1.88 -3.51 1.62
C -1.85 -2.61 -0.34
H 3.80 -3.30 1.53
H -1.80 0.68 -2.55
C 1.48 4.81 -2.86
C -2.29 -1.00 3.02
C 0.62 -0.61 -2.49
N 1.85 1.07 4.03
H -1.31 -6.21 -1.64
C 0.11 2.83 -2.82
H -1.83 -2.05 -2.42
C -3.92 4.84 0.58
H 3.65 -1.51 3.31
H -1.22 -0.88 3.05
C -4.37 4.38 1.81
H -1.53 -5.79 0.79
C -1.77 -3.68 0.56
C -0.26 3.11 -1.51
N 3.02 -1.56 2.53
P -1.26 1.95 -0.54
C -1.58 -4.97 0.09
H 1.78 -2.70 -0.25
C 1.05 2.19 4.18
C -4.38 -1.26 4.18
H -0.26 1.94 -3.32
N -1.08 -0.55 -5.41
C -4.33 -1.23 1.77
H -4.94 -1.34 5.10
C -5.05 -1.33 2.96
C 0.25 4.24 -0.88
C 2.13 -1.51 -4.15
C 2.07 -2.20 0.66
N 1.41 -1.09 1.11
H -6.12 -1.47 2.93
C 1.11 5.09 -1.56
C -2.38 1.08 -1.71
C -3.08 -0.06 -0.96
N 3.15 -1.96 -4.44
C -0.19 -0.77 -4.70